(1)
{
  "formula": "C12H20N2",
  "method": "wB97M-V/def2-TZVPD",
  "molar_mass_da": 192.31,
  "spin_multiplicity": 1,
  "e_homo_ev": -8.192,
  "homo_lumo_gap_ev": 8.5,
  "fmax_ev_per_a": 6.4,
  "smiles": "C=C=CCNCCCCNCC=C=C",
  "species": ["C", "C", "C", "C", "N", "C", "C", "C", "C", "N", "C", "C", "C", "C", "H", "H", "H", "H", "H", "H", "H", "H", "H", "H", "H", "H", "H", "H", "H", "H", "H", "H", "H", "H"],
  "positions_angstrom": [[5.1827, 2.7010, -0.6482], [4.4939, 1.9160, 0.0902], [3.9205, 1.2133, 1.0523], [2.7610, 0.4079, 0.6936], [2.9401, -0.8714, -0.0417], [1.7457, -1.5368, -0.5756], [0.7949, -1.9551, 0.5629], [-0.5373, -2.5214, -0.1157], [-1.5960, -1.5295, -0.5033], [-2.0603, -0.6965, 0.5801], [-2.8492, 0.3313, -0.1453], [-3.9912, 0.8040, 0.7368], [-4.9228, 1.6943, 0.2567], [-5.6780, 2.5411, -0.3030], [6.2823, 2.5765, -0.5662], [4.9395, 3.4401, -1.3750], [4.4682, 0.9395, 1.8919], [2.0473, 0.2681, 1.5220], [2.3110, 1.1303, -0.0294], [3.6188, -0.8311, -0.7958], [1.9598, -2.4993, -1.0707], [1.1278, -0.9988, -1.3040], [1.3020, -2.7350, 1.1789], [0.5689, -1.0390, 1.1375], [-0.3299, -3.0839, -1.0843], [-1.0011, -3.1723, 0.6375], [-1.0877, -0.7967, -1.2199], [-2.4852, -1.9719, -0.9681], [-2.6706, -1.2095, 1.1850], [-3.2254, -0.1046, -1.0636], [-2.1211, 1.1124, -0.4677], [-3.8438, 0.6296, 1.8009], [-6.4426, 2.3311, -1.0568], [-5.6222, 3.5164, 0.0078]],
  "forces_ev_per_a": [[2.6, 0.2, -0.9], [-0.9, 0.0, 2.3], [0.9, -0.4, -2.0], [-2.2, -0.6, -2.8], [0.3, -0.8, 0.0], [-0.5, -0.7, 1.2], [-0.7, 0.1, -1.3], [0.7, -0.8, 0.5], [1.6, 1.3, -0.5], [-0.1, 1.2, -0.8], [0.5, 0.5, 1.1], [-1.5, 3.1, -1.5], [4.0, -4.4, 2.3], [-2.1, -0.4, -1.7], [-0.5, -0.9, -1.0], [-0.8, 1.1, 0.5], [0.6, 0.8, 2.2], [0.6, 0.1, -0.2], [-0.9, -0.6, 0.5], [0.1, 0.5, 0.4], [0.7, 0.5, 0.0], [0.3, 0.7, -0.1], [-0.6, 0.7, -0.3], [-0.2, -0.8, 0.1], [0.1, 0.2, 1.4], [0.2, -0.4, -0.4], [-0.9, -1.0, 0.5], [0.4, -0.4, -0.5], [-0.4, -0.4, 0.3], [-0.5, 0.0, -0.3], [-0.6, -0.2, 0.4], [-0.7, -0.4, -0.1], [0.0, -0.3, 0.6], [0.5, 2.6, 0.3]],
  "nbo_charge": [-0.54, 0.20, -0.35, -0.24, -0.64, -0.22, -0.40, -0.41, -0.22, -0.62, -0.24, -0.32, 0.14, -0.50, 0.23, 0.24, 0.24, 0.21, 0.16, 0.36, 0.19, 0.15, 0.21, 0.21, 0.20, 0.20, 0.18, 0.18, 0.35, 0.18, 0.20, 0.23, 0.22, 0.22]
}

***

(2)
{
  "formula": "C2H4N4",
  "method": "wB97M-V/def2-TZVPD",
  "molar_mass_da": 84.08,
  "spin_multiplicity": 1,
  "e_homo_ev": -8.180,
  "homo_lumo_gap_ev": 8.6,
  "fmax_ev_per_a": 3.6,
  "species": ["C", "C", "N", "N", "N", "N", "H", "H", "H", "H"],
  "positions_angstrom": [[0.8992, 0.5624, 0.0054], [-0.7734, -1.2711, 0.0853], [1.1714, 1.7910, -0.0475], [1.3020, 2.8960, 0.1392], [-1.2928, 0.9415, -0.5517], [-0.4293, 0.1824, -0.2651], [1.7819, -0.0658, 0.1449], [-1.9347, -1.2957, 0.0029], [-0.3287, -2.1555, -0.5018], [-0.3956, -1.5853, 0.9884]],
  "forces_ev_per_a": [[2.1, -2.3, -0.2], [-1.9, -1.2, -2.8], [-0.1, 2.8, 1.3], [0.2, -0.1, -0.8], [-1.2, 1.4, -0.7], [-0.5, -2.4, 0.6], [-0.8, -0.3, -0.1], [2.3, 0.0, 0.3], [-0.5, 1.9, -0.4], [0.5, 0.2, 2.8]],
  "nbo_charge": [-0.16, -0.49, 0.07, 0.05, -0.28, -0.08, 0.23, 0.24, 0.21, 0.20]
}

***

(3)
{
  "formula": "C5H10ClN2",
  "method": "wB97M-V/def2-TZVPD",
  "molar_mass_da": 133.60,
  "spin_multiplicity": 1,
  "e_homo_ev": -13.837,
  "homo_lumo_gap_ev": 9.4,
  "fmax_ev_per_a": 6.0,
  "total_charge": 1,
  "species": ["C", "C", "C", "C", "C", "N", "N", "Cl", "H", "H", "H", "H", "H", "H", "H", "H", "H", "H"],
  "positions_angstrom": [[-0.3197, 1.3205, 0.5619], [1.2105, 1.2108, -1.3396], [0.8481, -0.1378, -0.7835], [-0.5496, -2.0530, 1.2803], [-1.2685, -0.9307, 0.5239], [1.0430, 2.2835, -0.3170], [-0.3379, 0.1682, 0.0871], [0.3528, 3.7035, -0.8245], [-1.0321, 1.9141, 1.2103], [2.2348, 1.3003, -1.6858], [0.6493, 1.3257, -2.2828], [0.5216, -0.9053, -1.5538], [1.7086, -0.4922, -0.1809], [-0.1289, -1.5717, 2.0905], [-1.4234, -2.7802, 1.6762], [0.1384, -2.6554, 0.8286], [-2.0672, -0.3883, 1.2000], [-1.5796, -1.3120, -0.4909]],
  "forces_ev_per_a": [[1.8, 4.2, -1.6], [0.1, 1.1, -2.0], [0.2, -0.6, -0.1], [-5.1, -0.1, 1.2], [-0.7, 0.2, -0.8], [-2.9, -4.5, 2.6], [0.8, -0.9, 1.2], [-0.5, 0.9, -0.7], [0.9, -1.1, -0.6], [0.4, -0.4, 0.3], [-0.4, 0.6, 0.5], [0.6, 1.0, 0.9], [-0.9, -0.3, 0.0], [1.1, 0.5, 2.1], [2.0, 1.7, -0.8], [1.8, -1.3, -1.8], [1.3, -1.4, -1.7], [-0.7, 0.4, 1.3]],
  "nbo_charge": [0.38, -0.30, -0.24, -0.62, -0.21, -0.38, -0.30, 0.22, 0.27, 0.26, 0.22, 0.26, 0.25, 0.22, 0.26, 0.23, 0.25, 0.24]
}

***

(4)
{
  "formula": "C4H9NO2",
  "method": "wB97M-V/def2-TZVPD",
  "molar_mass_da": 103.12,
  "spin_multiplicity": 1,
  "e_homo_ev": [-8.444, -8.445],
  "homo_lumo_gap_ev": [9.1, 9.1],
  "fmax_ev_per_a": 0.5,
  "species": ["C", "C", "C", "N", "C", "O", "O", "H", "H", "H", "H", "H", "H", "H", "H", "H"],
  "positions_angstrom": [[-0.8457, 0.7855, -0.7022], [0.0922, 0.4181, 1.6264], [-0.2458, -0.0850, 0.2501], [0.6836, -2.2812, 0.5935], [0.0790, -1.3428, -0.1625], [-1.2268, 0.3673, -1.8988], [0.5253, 1.8083, -1.7930], [-0.5176, 1.0809, -2.3559], [0.4763, 2.7731, -1.7899], [-1.2828, 1.7083, -0.3168], [0.8955, -3.1881, 0.2189], [0.9874, -2.0858, 1.5323], [-0.1679, -1.6360, -1.1754], [1.1755, 0.4944, 1.7702], [-0.3214, 1.4138, 1.7897], [-0.3068, -0.2309, 2.4134]],
  "forces_ev_per_a": [[0.1, 0.0, -0.5], [0.0, 0.0, 0.0], [0.2, -0.2, 0.1], [0.0, 0.1, 0.0], [0.0, 0.1, 0.1], [0.1, 0.0, 0.3], [-0.2, -0.1, 0.2], [0.0, 0.1, 0.1], [0.0, -0.1, 0.0], [0.1, 0.0, 0.0], [0.0, 0.1, 0.0], [0.0, 0.0, -0.1], [0.0, 0.0, 0.0], [0.0, 0.0, 0.0], [0.0, 0.0, 0.0], [0.0, 0.0, 0.0]],
  "nbo_charge": [0.48, -0.63, -0.27, -0.77, 0.16, -0.75, -1.03, 0.53, 0.45, 0.16, 0.40, 0.40, 0.23, 0.22, 0.23, 0.21]
}

***

(5)
{
  "formula": "C5H9NO2",
  "method": "wB97M-V/def2-TZVPD",
  "molar_mass_da": 115.13,
  "spin_multiplicity": 1,
  "e_homo_ev": -9.839,
  "homo_lumo_gap_ev": 9.0,
  "fmax_ev_per_a": 6.9,
  "species": ["C", "C", "C", "C", "C", "H", "H", "H", "H", "H", "H", "H", "H", "H", "N", "O", "O"],
  "positions_angstrom": [[-1.2338, -0.6290, 1.4137], [-0.5260, -1.2852, 0.2695], [0.9348, -0.8203, 0.2683], [1.3525, 0.2693, -0.6703], [0.1265, 0.7336, -1.7072], [-2.5370, -0.7982, 1.5312], [-0.4284, -0.7482, 2.2926], [-1.1930, 0.5349, 1.2327], [1.8699, -1.5019, 0.7140], [0.5281, 0.9891, 1.2541], [2.3627, 0.3405, -1.1187], [0.3352, 1.4439, -2.5787], [-0.3120, -0.2855, -1.9477], [-0.5182, 1.7691, 0.3121], [1.2967, 0.5756, 0.6577], [-1.0038, -1.8612, -0.8186], [-1.0543, 1.2736, -1.1047]],
  "forces_ev_per_a": [[-2.2, 0.9, 1.3], [-1.6, -0.6, -5.5], [3.8, -1.3, 1.0], [-1.8, 0.7, -3.6], [-1.3, -0.6, 0.3], [4.4, 0.0, 0.0], [-2.6, -0.1, -1.1], [-0.3, -2.3, 0.0], [-3.1, 1.1, -1.5], [1.0, 0.3, -1.6], [-0.8, -0.2, 0.1], [0.7, -1.3, 1.2], [1.1, 1.1, -0.9], [-1.5, -1.2, -4.3], [-1.0, 0.1, 3.8], [2.2, 2.3, 6.2], [2.9, 1.4, 4.6]],
  "nbo_charge": [-0.74, 0.55, -0.20, -0.06, -0.14, 0.28, 0.25, 0.24, 0.24, 0.37, 0.22, 0.19, 0.24, 0.30, -0.59, -0.53, -0.63]
}

***

(6)
{
  "formula": "C10H24F6NNiO8S2",
  "method": "wB97M-V/def2-TZVPD",
  "molar_mass_da": 523.12,
  "spin_multiplicity": 3,
  "e_homo_ev": [-13.930, -13.966],
  "homo_lumo_gap_ev": [11.2, 10.9],
  "fmax_ev_per_a": 2.6,
  "total_charge": 1,
  "species": ["Ni", "C", "F", "F", "F", "S", "O", "O", "N", "S", "O", "O", "C", "F", "F", "F", "C", "C", "O", "H", "H", "H", "H", "H", "H", "C", "C", "O", "H", "H", "H", "H", "H", "H", "C", "C", "O", "H", "H", "H", "H", "H", "H", "C", "C", "O", "H", "H", "H", "H", "H", "H"],
  "positions_angstrom": [[-6.8995, 20.6219, -10.8582], [-5.0049, 17.1832, -10.9350], [-4.2630, 16.3386, -10.2602], [-4.5605, 17.3746, -12.1553], [-6.2524, 16.7196, -10.9762], [-5.0520, 18.8513, -10.0283], [-6.4270, 19.0904, -9.5674], [-4.0219, 18.9040, -9.0679], [-5.0678, 19.9925, -11.2111], [-3.6233, 20.1946, -11.9668], [-2.6079, 19.3050, -11.5223], [-3.8454, 20.3165, -13.3745], [-3.0487, 21.8403, -11.3224], [-1.9887, 22.2148, -12.0091], [-4.0059, 22.7781, -11.4659], [-2.7727, 21.7201, -10.0335], [-10.1745, 22.2897, -9.1014], [-9.9848, 21.2541, -10.1879], [-8.7953, 20.4623, -9.9406], [-10.1492, 21.8574, -8.1026], [-11.1122, 22.8328, -9.2410], [-9.4401, 23.0950, -9.1805], [-9.8917, 21.7567, -11.1484], [-10.8450, 20.5866, -10.2433], [-9.0567, 19.9284, -9.1838], [-5.1276, 23.0927, -7.6246], [-5.7601, 21.8743, -8.3025], [-6.3570, 22.2357, -9.5600], [-5.8339, 23.9240, -7.6813], [-4.1243, 23.2929, -7.9900], [-5.0007, 22.8219, -6.5746], [-6.4596, 21.3892, -7.6167], [-4.9719, 21.1275, -8.4107], [-6.5159, 23.1828, -9.5216], [-6.9226, 18.1565, -14.3918], [-7.1602, 19.4404, -13.6298], [-7.6396, 19.2285, -12.2747], [-7.7694, 17.8203, -14.9881], [-6.7646, 17.3589, -13.6572], [-6.0096, 18.1671, -14.9813], [-7.8896, 20.0892, -14.1304], [-6.2594, 20.0502, -13.6325], [-8.4659, 18.7439, -12.3719], [-6.3499, 23.4327, -13.9249], [-6.7858, 23.4742, -12.4683], [-7.3580, 22.1724, -12.1589], [-5.9648, 24.4147, -14.2199], [-7.1436, 23.1213, -14.6000], [-5.4510, 22.8306, -14.0879], [-7.6098, 24.1907, -12.4401], [-5.9766, 23.8195, -11.8391], [-8.1868, 22.1131, -12.6428]],
  "forces_ev_per_a": [[-1.2, 0.5, 0.2], [-0.6, 0.1, 0.7], [0.3, 0.1, -0.1], [0.1, -0.2, -0.2], [0.0, 0.1, -0.1], [-0.7, 1.1, -0.6], [-0.2, -0.7, 0.4], [0.5, -0.3, 0.3], [2.3, -1.1, 0.3], [0.2, 0.5, -1.1], [-0.2, -0.4, 0.5], [-0.4, 0.5, 0.3], [-0.5, -0.1, -0.3], [0.1, 0.0, 0.2], [0.1, -0.2, 0.0], [0.1, 0.1, 0.0], [-0.1, 0.7, -0.3], [-0.1, 0.4, 0.2], [-0.9, 0.4, -0.3], [0.0, 0.0, 0.0], [-0.2, -0.4, 0.1], [0.3, -0.3, 0.1], [0.2, -0.2, -0.1], [0.0, -0.1, 0.0], [0.8, -0.4, 0.1], [-0.4, -1.0, 0.3], [1.0, 0.1, 1.2], [0.3, -0.8, 0.3], [0.4, 0.3, 0.1], [-0.2, 0.4, -0.4], [-0.1, 0.2, 0.1], [-0.5, 0.3, -0.4], [-0.1, 0.1, -0.7], [-0.2, 0.0, -0.3], [-0.1, -0.9, 0.7], [-0.1, 0.8, -1.0], [0.5, 0.2, -0.6], [0.0, 0.2, -0.2], [0.1, 0.1, 0.0], [-0.1, 0.3, -0.2], [-0.1, -0.2, -0.1], [0.1, -0.2, 0.7], [-0.1, 0.0, 0.5], [1.4, 0.5, 0.1], [-0.9, 0.4, -2.1], [0.3, 0.0, 0.8], [-0.5, 0.2, 0.0], [-0.1, 0.0, 0.0], [-0.3, -0.5, 0.2], [0.1, 0.1, 0.5], [-0.1, -0.7, 0.5], [0.0, -0.1, -0.1]],
  "nbo_charge": [1.55, 0.79, -0.27, -0.29, -0.30, 2.19, -1.00, -0.84, -1.32, 2.23, -0.89, -0.91, 0.74, -0.28, -0.33, -0.30, -0.64, -0.07, -0.78, 0.22, 0.24, 0.21, 0.17, 0.19, 0.51, -0.64, -0.08, -0.78, 0.20, 0.23, 0.24, 0.18, 0.20, 0.51, -0.66, -0.09, -0.78, 0.22, 0.23, 0.25, 0.16, 0.22, 0.51, -0.65, -0.08, -0.79, 0.24, 0.21, 0.23, 0.18, 0.22, 0.50]
}

***

Computed values of energy above the lowest of the compared OMol25 structures with the same formula, charge and spin (unit: kJ/mol) for the preceding records, in sequence: 731.0; 512.8; 469.2; 308.2; 847.5; 0.0.